# C33H42BrN3O5PSiSr

A structure of composition C33H42BrN3O5PSiSr in a non-equilibrium geometry (ωB97M-V/def2-TZVPD, the OMol25 dataset).

CARTESIAN COORDINATES (ANGSTROEM)
Sr  -0.042  -0.702  0.017
Br  -3.975  -6.644  2.912
C  -2.655  -5.507  2.147
C  -1.717  -4.889  2.987
C  -0.764  -4.059  2.465
C  -0.713  -3.771  1.070
O  0.114  -2.930  0.593
C  -1.682  -4.414  0.241
C  -1.744  -4.165  -1.176
N  -1.022  -3.315  -1.819
C  -1.136  -3.298  -3.208
C  -1.295  -4.426  -3.980
C  -1.369  -4.345  -5.386
C  -1.264  -3.143  -6.020
C  -1.059  -1.962  -5.264
C  -0.916  -0.691  -5.871
C  -0.713  0.402  -5.084
C  -0.643  0.225  -3.684
N  -0.762  -0.933  -3.092
C  -0.981  -2.031  -3.861
C  -2.637  -5.276  0.799
H  -1.766  -5.056  4.054
H  -0.064  -3.540  3.105
H  -2.498  -4.760  -1.712
H  -1.335  -5.393  -3.501
H  -1.502  -5.254  -5.958
H  -1.321  -3.070  -7.098
H  -0.971  -0.609  -6.949
H  -0.596  1.395  -5.492
H  -0.480  1.096  -3.058
H  -3.369  -5.745  0.151
C  0.989  -0.150  5.155
Si  0.638  0.342  3.357
C  0.456  2.224  3.355
C  2.230  -0.057  2.377
N  -0.616  -0.427  2.526
C  -1.815  -0.874  2.963
C  -2.189  -1.011  4.320
C  -3.389  -1.583  4.699
C  -4.307  -2.041  3.767
C  -3.988  -1.885  2.422
C  -2.796  -1.306  2.040
H  1.997  0.181  5.411
H  0.938  -1.229  5.300
H  0.303  0.319  5.857
H  0.664  2.646  2.373
H  1.111  2.705  4.086
H  -0.574  2.482  3.603
H  2.579  0.794  1.790
H  2.116  -0.924  1.711
H  3.038  -0.344  3.053
H  -1.505  -0.693  5.091
H  -3.605  -1.675  5.758
H  -5.233  -2.505  4.073
H  -4.671  -2.227  1.653
H  -2.597  -1.224  0.968
C  0.723  5.727  -1.327
C  0.772  5.065  0.041
C  2.192  5.008  0.584
C  -0.142  5.790  1.018
O  0.236  3.723  0.006
P  0.483  2.554  -1.041
O  0.413  2.975  -2.465
O  -0.414  1.438  -0.572
O  1.979  2.015  -0.637
C  3.118  1.711  -1.472
C  3.432  2.807  -2.480
C  2.828  0.391  -2.175
C  4.270  1.548  -0.490
H  1.005  6.778  -1.219
H  -0.283  5.672  -1.739
H  1.391  5.249  -2.037
H  2.600  6.017  0.684
H  2.840  4.444  -0.082
H  2.204  4.527  1.561
H  0.195  6.820  1.153
H  -0.136  5.290  1.985
H  -1.162  5.801  0.641
H  2.635  2.936  -3.204
H  4.360  2.537  -2.992
H  3.599  3.759  -1.976
H  1.940  0.481  -2.800
H  2.687  -0.404  -1.436
H  3.654  0.083  -2.820
H  4.420  2.466  0.074
H  5.192  1.324  -1.030
H  4.074  0.738  0.211

Values from the calculation:
ΔE to the lowest compared entry with this formula, charge and spin: 70.4 kJ/mol
Charge: -1
LUMO energy: 2.184 eV
Orbital gap: 6.108 eV

List of Mulliken charges in e, atom by atom: 1.683 -0.266 -0.055 -0.439 -0.512 0.301 -1.072 0.954 -0.511 0.024 -0.265 -0.254 -0.733 -0.903 1.299 -0.731 -1.121 -0.440 0.211 -0.140 -0.814 0.395 0.333 0.438 0.596 0.377 0.360 0.386 0.514 0.712 0.412 -1.357 -0.097 -0.647 -0.872 0.312 0.196 -0.024 -0.695 -0.645 -0.688 -0.127 0.423 0.314 0.383 -0.222 0.456 0.335 -0.118 0.342 0.609 0.161 0.357 0.390 0.369 0.121 -1.686 1.727 -1.103 -1.772 -0.110 0.263 -0.834 -1.203 0.837 1.756 -1.735 -1.597 -1.720 0.486 0.334 0.274 0.502 0.021 0.216 0.408 0.295 0.409 0.291 0.506 0.315 0.218 0.228 0.534 0.387 0.418 0.317